{
  "formula": "C5H12NO2",
  "method": "ωB97M-V/def2-TZVPD",
  "species": ["C", "O", "C", "C", "C", "C", "N", "H", "H", "H", "H", "H", "H", "H", "H", "H", "H", "H", "H", "O"],
  "xyz": [[-1.334881, 0.651459, -0.074890], [-2.611957, 1.061672, -0.532871], [-0.902599, -0.712808, -0.524643], [0.580261, -1.026406, -0.214705], [1.555260, -0.017176, -0.710080], [2.381345, 0.592899, 0.326184], [3.461909, 1.578961, 0.369989], [-0.629462, 1.302891, -0.405756], [-1.313661, 0.644185, 1.029858], [-1.491831, -1.529808, -0.018903], [-1.188547, -0.799318, -1.614544], [0.723006, -2.052443, -0.622984], [0.629983, -1.152394, 0.893230], [2.085585, -0.186832, -1.710969], [2.038228, 0.431724, 1.359647], [3.544406, 0.380542, 0.212880], [3.468859, 1.980861, -0.504364], [-4.296676, -0.908968, 1.552911], [-3.313707, 0.428486, 0.050899], [-3.385514, -0.667532, 1.139102]],
  "forces_ev_per_a": [[-2.631, -1.514, 1.590], [-0.799, -1.060, 0.730], [-0.960, -1.645, -0.724], [-1.371, -0.815, -0.028], [4.807, 0.364, 2.146], [-6.150, -0.090, -0.982], [-0.584, -2.887, 1.949], [2.036, 2.385, -1.110], [-0.002, 0.136, -0.126], [0.256, 1.043, -0.378], [0.707, 0.035, 0.757], [0.431, 0.634, 0.044], [0.199, 0.352, -0.665], [-1.304, 0.795, 1.089], [0.014, -0.214, -0.470], [3.499, 0.933, -0.430], [0.472, 0.912, -2.881], [2.405, 0.715, -1.157], [1.839, 0.509, -0.321], [-2.864, -0.588, 0.968]],
  "nbo_charge": [-0.0626, -0.8242, -0.4129, -0.4540, -0.2123, -0.1978, -0.7525, 0.1396, 0.1612, 0.2471, 0.1809, 0.2021, 0.2049, 0.1938, 0.1968, 0.4113, 0.3308, 0.4098, 0.5254, -1.2874],
  "spin_multiplicity": 1,
  "mol_weight_g_mol": 118.16,
  "de_lowest_kj_mol": 659.52,
  "orbital_gap_ev": 6.83,
  "total_charge": -1,
  "e_tot_ev": -10960.155
}